No. 1
Computed, not measured: a 22-piece molecular cluster, C64H88Cl25O30P overall at a distorted geometry, with the ωB97M-V functional and the def2-TZVPD basis.

Computed properties:
Kohn-Sham gap: 7.25 eV
electronic energy: -16594.52702 Eh
HOMO: -9.152 eV

The geometry in ORCA input format:
```
! wB97M-V def2-TZVPD RIJCOSX def2/J DEFGRID3
* xyz 0 1
C 1.0643 -1.0924 5.3803
C 0.0044 -1.7473 4.4959
C 0.3325 -1.9189 3.0206
C -0.0295 -0.6372 2.2368
P 0.5824 -0.6298 0.5421
C 2.3848 -0.6067 0.5126
C 3.0764 -1.0025 -0.7994
C 3.2731 0.2091 -1.7430
C 4.5832 0.9215 -1.4604
C 0.0290 -2.1435 -0.2799
C -1.5009 -2.2031 -0.2173
C -2.1771 -3.5287 -0.4877
C -2.0428 -4.0921 -1.9017
C -0.0664 0.8167 -0.3138
C 0.0924 2.1461 0.4646
C -0.1979 3.2936 -0.5021
C -1.6525 3.2245 -0.9781
H 1.1956 -0.0349 5.1380
H 2.0492 -1.5650 5.3370
H 0.7149 -1.1279 6.4102
H -0.9084 -1.1730 4.7040
H -0.3157 -2.7266 4.8682
H -0.2471 -2.8105 2.7317
H 1.3642 -2.2449 2.8629
H 0.5187 0.1517 2.7714
H -1.0716 -0.3119 2.2578
H 2.6606 -1.2849 1.3218
H 2.7596 0.3866 0.7767
H 2.5321 -1.7692 -1.3481
H 4.0595 -1.4210 -0.5767
H 2.4658 0.9357 -1.6271
H 3.2415 -0.1622 -2.7686
H 4.6650 1.8690 -1.9959
H 5.4732 0.3393 -1.7117
H 4.5859 1.1381 -0.3892
H 0.4869 -2.9708 0.2772
H 0.4348 -2.1632 -1.2965
H -1.8156 -1.4945 -0.9960
H -1.9220 -1.7589 0.6866
H -3.2189 -3.4329 -0.1685
H -1.8842 -4.3184 0.2138
H -3.0227 -4.1678 -2.3681
H -1.5234 -5.0531 -1.9538
H -1.4058 -3.4901 -2.5607
H -1.1516 0.6929 -0.3305
H 0.4214 0.7439 -1.2862
H 1.0856 2.2901 0.9087
H -0.5732 2.1835 1.3198
H 0.3832 3.0347 -1.3903
H 0.0298 4.3204 -0.2228
H -2.3480 3.7115 -0.2904
H -2.0247 2.2199 -1.1688
H -1.7421 3.7466 -1.9366
Cl -3.8144 0.4500 1.2663
O -3.2287 1.4893 2.0860
O -3.7871 -0.8013 1.9827
O -5.1575 0.8282 0.9568
O -3.0573 0.3260 0.0325
C 5.6339 5.3189 -3.8900
C 5.7109 5.9990 -2.7381
C 6.1737 5.3401 -1.4692
O 6.2029 6.0105 -0.4476
C 6.7170 3.9875 -1.5968
C 6.5459 3.3082 -2.7338
C 5.8921 3.8879 -3.9563
O 5.7545 3.2547 -4.9666
O 7.1664 2.1458 -2.9281
O 5.3581 7.2758 -2.6758
H 5.2042 5.7664 -4.7776
H 7.2862 3.4994 -0.8178
H 6.9862 1.8143 -3.8228
H 5.4660 7.5869 -1.7564
C -3.5588 -5.6531 -4.9581
C -3.6428 -4.3389 -5.2054
C -4.9696 -3.6367 -5.3086
O -5.0763 -2.4658 -5.5848
C -6.1081 -4.4880 -4.9625
C -6.0199 -5.7395 -4.5248
C -4.6999 -6.4543 -4.4987
O -4.5425 -7.5948 -4.1547
O -7.0637 -6.4999 -4.2213
O -2.5874 -3.5953 -5.6173
H -2.5796 -6.1227 -4.9713
H -7.0814 -4.0170 -5.0455
H -6.7634 -7.4145 -4.0887
H -1.8285 -4.1954 -5.6659
C -7.5481 -1.9658 1.2434
C -6.8759 -2.5295 0.2429
C -7.0279 -2.1688 -1.2089
O -6.4472 -2.7789 -2.0774
C -8.0016 -1.1171 -1.4610
C -8.6814 -0.5399 -0.4656
C -8.5425 -0.9470 0.9663
O -9.1928 -0.4071 1.8266
O -9.5006 0.4608 -0.7380
O -5.9819 -3.5013 0.4452
H -7.4012 -2.3507 2.2424
H -8.1597 -0.6276 -2.4148
H -10.0743 0.6443 0.0236
H -5.5293 -3.7188 -0.3890
C -6.0031 3.2212 -3.1064
C -4.9927 2.4352 -2.7338
C -3.9544 2.0084 -3.7385
O -2.9971 1.3431 -3.4256
C -4.1637 2.5077 -5.0913
C -5.1906 3.3038 -5.4099
C -6.2834 3.7235 -4.4340
O -7.1860 4.4582 -4.7256
O -5.3303 3.8216 -6.6392
O -4.7155 2.1671 -1.4781
H -6.6700 3.5543 -2.3140
H -3.4696 2.2483 -5.8806
H -6.1833 4.2996 -6.6405
H -4.1273 1.4030 -1.3291
C 0.9179 4.9864 7.2400
C 1.9824 5.6906 6.8688
C 3.2548 5.0230 6.4449
O 4.1406 5.4760 5.7675
C 3.2293 3.5632 6.6589
C 2.1956 2.8816 7.1494
C 0.9498 3.5662 7.5733
O 0.0304 3.0277 8.1499
O 2.2769 1.5534 7.1929
O 2.0247 7.0240 7.0224
H 0.0834 5.5463 7.6473
H 4.0959 2.9799 6.3761
H 1.4499 1.1413 7.5036
H 2.9009 7.3146 6.7157
C 5.1391 -0.7088 -8.1954
C 4.8567 0.1326 -7.2047
C 3.7479 -0.1724 -6.2480
O 3.5079 0.5173 -5.2971
C 3.0367 -1.4456 -6.4450
C 3.2556 -2.1743 -7.5323
C 4.3131 -1.8928 -8.5321
O 4.5119 -2.5870 -9.5133
O 2.6561 -3.3792 -7.6225
O 5.7078 1.1009 -6.8274
H 6.0545 -0.6863 -8.7763
H 2.3578 -1.7494 -5.6631
H 3.1698 -3.9425 -8.2211
H 5.2715 1.4954 -6.0404
O -0.7748 0.5558 7.1408
H -1.5317 0.6011 6.5292
H -0.8021 1.3794 7.6575
O -2.8622 0.5579 5.0124
H -3.7286 0.9241 5.2252
H -2.9304 0.3307 4.0658
C -4.5325 -3.9923 3.2146
Cl -3.4457 -5.2058 2.5780
Cl -4.8451 -4.2567 4.9582
H -4.1194 -3.0055 3.0467
H -5.5265 -4.0149 2.7916
C 4.1024 -5.2023 6.0618
Cl 5.5042 -4.1293 6.1879
Cl 2.5786 -4.4001 5.7970
H 4.3083 -5.8545 5.2197
H 3.9927 -5.7842 6.9696
C 4.5190 3.1107 2.6832
Cl 3.2327 2.0226 3.3092
Cl 4.1018 3.4540 1.0060
H 4.5992 4.0293 3.2494
H 5.4210 2.5122 2.6917
C 5.7356 -2.9263 -2.8301
Cl 6.3301 -4.5465 -2.4873
Cl 4.0738 -2.9012 -3.4166
H 5.8031 -2.3225 -1.9299
H 6.3800 -2.4697 -3.5741
C 5.7740 -2.7235 2.7086
Cl 4.0419 -2.6470 3.1463
Cl 6.2700 -1.3893 1.6450
H 6.3643 -2.6804 3.6146
H 5.9782 -3.6685 2.2187
C -1.8829 -2.5486 7.6677
Cl -1.1087 -4.0016 7.0663
Cl -3.4052 -2.9471 8.4765
H -1.1983 -1.9872 8.2997
H -2.1135 -1.8234 6.8897
C 1.3832 3.6523 -4.9473
Cl 0.7871 5.1372 -4.1508
Cl 1.0942 2.2415 -3.9408
H 0.9291 3.5464 -5.9242
H 2.4622 3.6927 -5.0505
C -1.8054 3.6725 4.8277
Cl -0.7732 3.5900 3.3926
Cl -2.1917 5.3705 5.2177
H -2.7850 3.2508 4.6598
H -1.2842 3.2372 5.6701
C 1.6371 -6.0189 0.7696
Cl 3.2159 -5.1853 0.7843
Cl 0.4561 -5.2664 1.8535
H 1.2736 -5.9263 -0.2438
H 1.8340 -7.0168 1.1324
C -2.7286 6.9192 -0.9083
Cl -2.6020 8.5955 -1.4115
Cl -3.9323 6.1092 -1.9428
H -1.8015 6.3584 -0.8965
H -3.1787 6.9143 0.0795
C 5.3268 -0.6829 6.4180
Cl 6.7782 -1.0906 7.3580
Cl 5.8235 -0.2578 4.7709
H 4.5966 -1.4840 6.3607
H 4.8187 0.1447 6.9040
C -1.0497 -0.5499 -4.8087
Cl 0.0467 -1.1718 -3.5629
Cl -0.4846 -0.8830 -6.4751
H -1.9073 -1.2139 -4.7609
H -1.3693 0.4731 -4.6553
*
```

---

No. 2
Computed, not measured: a 10-piece molecular cluster, C65H125N5O20 overall at a distorted geometry, with the ωB97M-V functional and the def2-TZVPD basis.

Computed properties:
Kohn-Sham gap: 8.30 eV
electronic energy: -4329.94321 Eh
SMILES string: CC1(C)CCCC(C)(C)N1O.CC1(C)CCCC(C)(C)N1O.CC1(C)CCCC(C)(C)N1O.CC1(C)CCCC(C)(C)N1O.CC1(C)CCCC(C)(C)N1O.C[C@H]1COC(=O)O1.C[C@H]1COC(=O)O1.C[C@H]1COC(=O)O1.C[C@H]1COC(=O)O1.C[C@H]1COC(=O)O1
HOMO: -7.998 eV

The geometry in ORCA input format:
```
! wB97M-V def2-TZVPD RIJCOSX def2/J DEFGRID3
* xyz 0 1
C -22.8705 -0.4522 -12.6504
C -22.4321 1.0250 -12.7339
C -21.9593 1.2612 -14.2117
C -23.6502 1.9929 -12.6285
C -24.1253 2.3450 -11.2040
C -22.8042 2.8077 -10.4123
C -21.6458 1.8279 -10.4014
C -20.3820 2.7007 -9.9667
C -21.9879 0.7333 -9.3503
N -21.3564 1.3208 -11.7477
O -20.2574 0.4133 -11.7998
H -22.1793 -1.1670 -13.0969
H -23.0280 -0.7064 -11.6022
H -23.7997 -0.6934 -13.1665
H -21.0213 0.7212 -14.3413
H -22.6882 0.8776 -14.9256
H -21.8225 2.3187 -14.4378
H -23.5724 2.8654 -13.2772
H -24.3953 1.4289 -13.1895
H -24.8605 3.1497 -11.2135
H -24.7297 1.5922 -10.6980
H -23.0796 3.0744 -9.3919
H -22.5048 3.7482 -10.8749
H -19.5052 2.0968 -9.7328
H -20.6525 3.4331 -9.2061
H -20.0488 3.2424 -10.8519
H -21.1448 0.0438 -9.3945
H -22.9525 0.2455 -9.4907
H -21.9058 1.0745 -8.3183
H -19.5587 0.9714 -12.1490
C -30.6904 -0.3400 -11.9302
C -29.7919 0.5352 -12.8430
C -30.6973 1.5838 -13.6311
C -28.8837 1.2397 -11.8440
C -27.7263 2.0152 -12.5099
C -27.0158 0.9825 -13.3757
C -27.7501 0.1475 -14.4047
C -27.9350 0.9827 -15.6420
C -26.8178 -1.0256 -14.7608
N -28.9705 -0.3189 -13.7551
O -29.6763 -1.0634 -14.6275
H -30.2668 -1.0832 -11.2546
H -31.1407 0.3310 -11.1987
H -31.5376 -0.8190 -12.4211
H -31.2678 2.2376 -12.9715
H -30.0020 2.2093 -14.1910
H -31.3541 1.1964 -14.4099
H -29.4434 1.9834 -11.2769
H -28.5189 0.5769 -11.0592
H -28.1489 2.7153 -13.2307
H -27.0820 2.6453 -11.8968
H -26.2864 0.4847 -12.7367
H -26.3819 1.7112 -13.8809
H -27.0261 1.0183 -16.2427
H -28.4661 1.9304 -15.5530
H -28.5045 0.4355 -16.3933
H -27.2703 -1.7498 -15.4381
H -26.5212 -1.6127 -13.8917
H -25.9104 -0.6196 -15.2081
H -29.5768 -0.6272 -15.4769
C -20.1562 6.3403 -10.8933
C -21.3257 6.9041 -11.6900
C -20.9731 8.3822 -12.1764
C -21.6375 6.0345 -12.9200
C -22.9067 6.4195 -13.6744
C -24.1568 6.2805 -12.7356
C -23.9925 6.9872 -11.3978
C -24.3964 8.4051 -11.6053
C -24.9414 6.4417 -10.3002
N -22.6166 6.7628 -10.8810
O -22.4177 7.2815 -9.6107
H -19.8778 7.0344 -10.1002
H -20.4315 5.3972 -10.4213
H -19.2821 6.2017 -11.5296
H -21.6923 8.9920 -12.7231
H -21.0262 8.9795 -11.2662
H -19.9616 8.4191 -12.5809
H -20.7324 5.9457 -13.5208
H -21.7209 4.9985 -12.5915
H -22.8288 7.4397 -14.0500
H -23.1069 5.9377 -14.6314
H -24.4215 5.2269 -12.6465
H -24.9698 6.7635 -13.2777
H -24.1784 8.7128 -12.6280
H -23.7892 9.0323 -10.9526
H -25.4663 8.5493 -11.4547
H -24.7553 5.3876 -10.0946
H -25.9881 6.5781 -10.5721
H -24.9786 6.9424 -9.3327
H -22.4738 6.5340 -9.0110
C -31.2576 10.4605 -6.4444
C -30.7034 9.4079 -7.4919
C -31.4106 8.0079 -7.2468
C -31.0711 9.9505 -8.8382
C -30.2079 9.2721 -10.0393
C -28.7164 9.4915 -9.8170
C -28.2860 8.9767 -8.4191
C -28.1797 7.4627 -8.4370
C -26.8892 9.5685 -8.1222
N -29.2188 9.3745 -7.3638
O -28.8025 8.8841 -6.1654
H -31.0691 10.2243 -5.3971
H -30.8917 11.4742 -6.6080
H -32.3446 10.4445 -6.5240
H -31.0484 7.6430 -6.2857
H -32.4947 8.1185 -7.2244
H -31.1195 7.2569 -7.9812
H -32.0819 9.7559 -9.1967
H -31.0545 11.0403 -8.8564
H -30.4649 8.2154 -10.1138
H -30.3484 9.5779 -11.0760
H -28.5492 10.5685 -9.8066
H -28.1064 9.0467 -10.6033
H -27.6825 7.0292 -7.5693
H -27.5203 7.3457 -9.2970
H -29.1327 6.9552 -8.5871
H -26.4025 9.1360 -7.2480
H -26.9513 10.6561 -8.0850
H -26.1261 9.4886 -8.8964
H -28.7548 9.7115 -5.6810
C -23.4732 -1.7402 -7.1207
C -24.4880 -1.0621 -6.0926
C -24.3843 0.5014 -6.3465
C -26.0151 -1.3778 -6.4018
C -26.4777 -2.7956 -5.8810
C -26.2701 -2.7665 -4.3499
C -24.7963 -2.5509 -3.9806
C -24.7496 -2.5011 -2.4486
C -23.9481 -3.7930 -4.3964
N -24.3765 -1.2660 -4.5854
O -23.1110 -0.8669 -4.1571
H -23.3831 -2.8050 -6.9061
H -23.8142 -1.4933 -8.1262
H -22.4672 -1.3511 -6.9635
H -23.3969 0.8923 -6.1010
H -24.6191 0.6601 -7.3990
H -25.0396 1.1631 -5.7801
H -26.6873 -0.6278 -5.9851
H -26.1294 -1.6280 -7.4565
H -27.5108 -2.9571 -6.1887
H -25.8955 -3.5452 -6.4170
H -26.6951 -3.6498 -3.8732
H -26.7947 -1.9417 -3.8677
H -23.6918 -2.5644 -2.1933
H -25.2679 -3.3351 -1.9754
H -25.1396 -1.5432 -2.1045
H -24.1454 -4.2082 -5.3847
H -24.0517 -4.5888 -3.6588
H -22.9025 -3.4854 -4.4075
H -23.2252 0.0648 -3.9562
C -24.0331 2.6137 -1.9328
C -25.1840 3.1491 -2.8072
C -26.5711 2.6826 -2.4391
O -27.2828 3.8991 -2.5530
C -26.4620 4.8830 -2.4859
O -26.8210 6.0892 -2.4189
O -25.1604 4.5022 -2.6426
H -24.4158 2.6859 -0.9147
H -23.0637 3.1014 -2.0358
H -23.9153 1.5411 -2.0863
H -24.9976 3.0074 -3.8717
H -26.6450 2.2725 -1.4319
H -26.9812 2.0362 -3.2150
C -32.9633 4.1477 -9.3968
C -32.3659 4.4266 -10.7594
C -32.5306 5.7890 -11.3691
O -31.1500 6.1258 -11.5204
C -30.3450 5.1717 -11.1832
O -29.1169 5.1040 -11.2828
O -31.0493 4.1348 -10.6809
H -32.9277 3.0758 -9.2024
H -33.9789 4.5426 -9.4243
H -32.5635 4.6972 -8.5445
H -32.8290 3.6953 -11.4219
H -32.9916 6.4891 -10.6724
H -33.0131 5.7922 -12.3465
C -27.2640 3.4305 -9.1334
C -26.7805 3.1933 -7.6955
C -27.3700 4.0877 -6.6961
O -27.7175 3.2703 -5.5850
C -27.7011 2.0451 -5.9330
O -28.1948 1.1475 -5.2391
O -27.3745 1.9559 -7.2130
H -26.8764 2.6098 -9.7370
H -26.8100 4.3257 -9.5584
H -28.3516 3.4975 -9.1049
H -25.7010 3.1064 -7.5719
H -28.2822 4.5095 -7.1180
H -26.7970 4.9786 -6.4389
C -20.6382 3.1110 -4.2340
C -21.2825 4.4757 -4.5023
C -20.3838 5.3192 -5.3863
O -21.1940 5.4373 -6.5928
C -22.3680 4.7627 -6.4955
O -23.2527 4.7922 -7.3491
O -22.4019 4.1214 -5.3033
H -21.4091 2.5044 -3.7587
H -19.7230 3.1648 -3.6446
H -20.4057 2.4227 -5.0466
H -21.5724 5.0180 -3.6023
H -19.4984 4.7822 -5.7264
H -20.1870 6.2646 -4.8807
C -30.9654 1.3781 -7.7290
C -30.5087 -0.0783 -8.0109
C -30.1297 -0.9112 -6.7756
O -30.9721 -2.0361 -6.8111
C -31.7516 -1.9655 -7.8745
O -32.6445 -2.7303 -8.1665
O -31.5729 -0.8036 -8.4551
H -31.9624 1.5413 -7.3197
H -30.9838 1.8644 -8.7043
H -30.2826 1.9393 -7.0911
H -29.6883 -0.1305 -8.7267
H -30.4485 -0.2494 -5.9703
H -29.0713 -1.1547 -6.6829
*
```